Record 1
{
  "formula": "C3H11NO4",
  "method": "ωB97M-V/def2-TZVPD",
  "total_charge": 0,
  "e_above_lowest_kj_mol": 294.8,
  "homo_lumo_gap_ha": 0.3548,
  "energy_ev": -12968.005,
  "species": ["N", "C", "C", "O", "C", "O", "H", "H", "H", "H", "H", "H", "H", "O", "H", "H", "O", "H", "H"],
  "xyz": [[-0.405, -1.099, -0.276], [-0.507, 0.324, 0.034], [0.708, 1.072, 0.603], [0.940, 2.298, 0.552], [-1.013, 0.956, -1.239], [-1.906, 0.064, -1.884], [0.474, -1.207, -0.791], [-0.212, -1.573, 0.585], [-1.253, 0.585, 0.773], [1.318, 0.458, 1.462], [-0.081, 1.173, -1.802], [-1.573, 1.872, -1.076], [-1.338, -0.736, -1.987], [-0.453, -1.348, 3.077], [-0.775, -0.571, 3.603], [-1.308, -1.886, 2.957], [2.163, -0.270, -1.289], [2.100, 0.311, -2.073], [3.120, -0.424, -1.229]]
}

Record 2
{
  "formula": "C52H57Cl2CuN3O5",
  "method": "ωB97M-V/def2-TZVPD",
  "total_charge": 3,
  "e_above_lowest_kj_mol": 541.2,
  "homo_lumo_gap_ha": 0.0996,
  "energy_ev": -139207.890,
  "species": ["C", "N", "C", "C", "C", "C", "C", "C", "C", "C", "N", "C", "C", "C", "H", "H", "H", "H", "H", "H", "H", "H", "H", "H", "H", "H", "H", "H", "Cu", "C", "C", "C", "C", "N", "C", "C", "C", "C", "C", "H", "H", "H", "H", "H", "H", "H", "H", "H", "H", "H", "H", "H", "H", "H", "H", "H", "H", "H", "H", "C", "O", "H", "H", "H", "Cl", "C", "C", "Cl", "H", "H", "H", "H", "C", "C", "C", "C", "C", "C", "C", "O", "C", "C", "C", "C", "C", "C", "C", "O", "H", "H", "H", "H", "H", "H", "H", "H", "C", "C", "C", "C", "C", "C", "C", "O", "C", "C", "C", "C", "C", "C", "C", "O", "H", "H", "H", "H", "H", "H", "H", "H"],
  "xyz": [[7.420, -1.120, 2.243], [6.536, -1.191, 3.470], [5.514, -2.100, 3.498], [4.774, -2.181, 4.672], [5.001, -1.356, 5.788], [6.087, -0.490, 5.750], [6.896, -0.431, 4.597], [4.181, -1.495, 7.007], [2.747, -1.457, 7.116], [2.098, -1.967, 8.257], [2.823, -2.366, 9.326], [4.167, -2.274, 9.319], [4.850, -1.825, 8.211], [2.156, -3.058, 10.483], [7.236, -0.157, 1.766], [7.260, -2.070, 1.733], [8.463, -1.147, 2.559], [5.264, -2.687, 2.626], [4.028, -2.961, 4.710], [6.276, 0.177, 6.577], [7.785, 0.158, 4.428], [2.108, -1.137, 6.307], [1.040, -2.160, 8.159], [4.740, -2.574, 10.184], [5.921, -1.918, 8.308], [2.303, -4.131, 10.367], [1.087, -2.849, 10.516], [2.722, -2.658, 11.325], [-1.166, -4.839, 2.663], [-5.774, -1.107, -1.979], [-5.111, -2.470, -2.136], [-6.006, -3.579, -2.675], [-5.298, -4.948, -2.635], [-6.127, -6.144, -3.269], [-5.247, -7.358, -3.552], [-6.023, -8.164, -4.625], [-6.732, -7.031, -5.413], [-6.560, -5.705, -4.660], [-7.303, -6.645, -2.265], [-5.068, -0.283, -1.879], [-6.417, -1.170, -1.101], [-6.387, -0.809, -2.830], [-4.742, -2.801, -1.166], [-4.162, -2.428, -2.671], [-6.010, -3.457, -3.758], [-6.955, -3.645, -2.143], [-4.996, -5.036, -1.591], [-4.361, -4.779, -3.166], [-5.186, -7.947, -2.637], [-4.267, -6.985, -3.849], [-6.543, -9.107, -4.458], [-5.185, -8.523, -5.223], [-7.738, -7.372, -5.657], [-6.117, -6.856, -6.296], [-7.516, -5.187, -4.583], [-5.715, -5.103, -4.994], [-8.173, -5.989, -2.316], [-6.838, -6.371, -1.318], [-7.415, -7.714, -2.444], [1.385, -5.766, -1.947], [1.042, -4.735, -1.147], [0.572, -6.492, -1.971], [1.502, -5.452, -2.984], [2.292, -6.329, -1.729], [2.568, -13.064, -3.400], [3.255, -11.446, -3.813], [3.980, -11.372, -5.173], [5.557, -12.273, -5.283], [3.690, -11.072, -2.886], [2.387, -10.797, -3.922], [4.181, -10.408, -5.640], [3.334, -11.858, -5.904], [-1.147, 3.696, 2.488], [0.074, 4.261, 2.095], [0.279, 5.583, 2.290], [-0.785, 6.464, 2.758], [-2.056, 5.897, 2.952], [-2.215, 4.524, 2.933], [-3.304, 6.776, 3.308], [-4.350, 6.186, 3.729], [-3.183, 8.266, 3.117], [-4.360, 9.102, 3.176], [-4.254, 10.419, 2.837], [-2.977, 10.937, 2.613], [-1.840, 10.150, 2.641], [-1.907, 8.791, 2.820], [-0.660, 7.984, 2.900], [0.441, 8.519, 3.016], [-1.294, 2.673, 2.172], [0.807, 3.644, 1.596], [1.169, 6.155, 2.071], [-3.169, 4.034, 3.064], [-5.302, 8.574, 3.170], [-5.153, 11.009, 2.730], [-2.797, 11.954, 2.298], [-0.900, 10.603, 2.363], [4.141, 3.019, -4.594], [2.816, 2.617, -4.308], [1.870, 3.669, -4.166], [2.129, 5.026, -4.316], [3.499, 5.326, -4.705], [4.477, 4.306, -4.808], [3.953, 6.718, -4.884], [5.108, 7.021, -5.218], [2.976, 7.796, -4.460], [3.335, 9.138, -4.680], [2.405, 10.142, -4.455], [1.174, 9.862, -3.904], [0.928, 8.563, -3.550], [1.702, 7.505, -4.025], [1.135, 6.112, -4.056], [0.005, 5.868, -3.690], [4.785, 2.176, -4.798], [2.543, 1.576, -4.222], [0.868, 3.411, -3.857], [5.437, 4.500, -5.263], [4.366, 9.405, -4.857], [2.750, 11.165, -4.490], [0.413, 10.572, -3.614], [-0.024, 8.342, -3.090]]
}

Record 3
{
  "formula": "C3H6N2",
  "method": "ωB97M-V/def2-TZVPD",
  "total_charge": 0,
  "e_above_lowest_kj_mol": 347.1,
  "homo_lumo_gap_ha": 0.3711,
  "energy_ev": -6184.947,
  "species": ["H", "N", "C", "N", "C", "C", "H", "H", "H", "H", "H"],
  "xyz": [[2.572, 1.083, 0.978], [1.651, 0.464, 1.332], [1.200, 0.170, 0.174], [0.061, -0.401, -0.275], [-1.159, -0.553, 0.506], [-1.119, 0.115, -0.899], [1.735, 0.147, -0.973], [-1.114, -0.050, 1.379], [-1.474, -1.581, 0.615], [-0.962, 1.153, -1.126], [-1.391, -0.547, -1.712]]
}

Record 4
{
  "formula": "C30H61N3O6Si",
  "method": "ωB97M-V/def2-TZVPD",
  "total_charge": 0,
  "s2": 2.008,
  "homo_lumo_gap_ha": [0.3263, 0.3511],
  "energy_ev": -56731.112,
  "multiplicity": 3,
  "species": ["C", "C", "O", "O", "C", "C", "C", "C", "C", "C", "C", "C", "Si", "N", "C", "C", "O", "O", "H", "H", "H", "H", "H", "H", "H", "H", "H", "H", "H", "H", "H", "H", "H", "H", "H", "H", "H", "H", "H", "H", "H", "H", "H", "C", "C", "C", "C", "C", "C", "N", "O", "C", "C", "C", "H", "H", "H", "H", "H", "H", "H", "H", "H", "H", "H", "H", "H", "H", "H", "H", "H", "H", "C", "C", "C", "C", "C", "C", "N", "O", "C", "C", "C", "H", "H", "H", "H", "H", "H", "H", "H", "H", "H", "H", "H", "H", "H", "H", "H", "H", "H"],
  "xyz": [[3.108, 2.586, 5.676], [2.647, 1.815, 4.475], [3.379, 1.259, 3.686], [1.281, 1.777, 4.370], [0.787, 2.217, 3.109], [0.947, 3.706, 2.908], [0.151, 4.556, 3.881], [0.301, 6.067, 3.675], [1.751, 6.566, 3.525], [2.123, 7.113, 2.139], [2.860, 6.168, 1.189], [4.389, 6.223, 1.335], [5.057, 5.395, 2.882], [6.564, 4.626, 2.442], [5.464, 6.714, 4.190], [4.620, 6.657, 5.427], [4.077, 5.661, 5.870], [4.526, 7.861, 6.059], [2.918, 3.644, 5.516], [2.494, 2.281, 6.520], [4.153, 2.399, 5.873], [1.357, 1.710, 2.329], [-0.246, 1.918, 2.971], [2.013, 3.933, 2.977], [0.666, 3.967, 1.887], [-0.907, 4.332, 3.733], [0.381, 4.287, 4.910], [-0.105, 6.521, 4.577], [-0.324, 6.400, 2.850], [2.420, 5.778, 3.864], [1.883, 7.385, 4.231], [2.726, 8.012, 2.253], [1.199, 7.420, 1.653], [2.542, 5.132, 1.278], [2.612, 6.469, 0.171], [4.826, 5.684, 0.491], [4.729, 7.251, 1.223], [4.104, 4.409, 3.435], [6.885, 3.949, 3.119], [6.546, 4.205, 1.526], [5.381, 7.694, 3.729], [6.505, 6.611, 4.497], [3.711, 7.856, 6.570], [0.397, -1.819, -0.364], [-0.649, -0.723, -0.056], [-0.893, -0.634, 1.450], [-1.707, -1.800, 2.009], [-3.006, -1.986, 1.225], [-2.784, -2.109, -0.283], [-1.929, -0.989, -0.776], [-2.623, 0.096, -0.899], [-2.159, -3.474, -0.616], [-4.126, -2.078, -1.004], [-0.048, 0.588, -0.550], [0.258, -2.224, -1.367], [1.403, -1.405, -0.321], [0.376, -2.645, 0.345], [-1.423, 0.298, 1.672], [0.070, -0.574, 1.963], [-1.119, -2.721, 1.996], [-1.942, -1.608, 3.058], [-3.536, -2.873, 1.578], [-3.663, -1.132, 1.422], [-1.883, -3.529, -1.671], [-2.880, -4.268, -0.422], [-1.279, -3.714, -0.026], [-4.704, -1.188, -0.765], [-4.713, -2.946, -0.704], [-3.989, -2.117, -2.086], [0.114, 0.562, -1.629], [0.915, 0.742, -0.064], [-0.677, 1.445, -0.318], [-4.194, -4.544, -5.347], [-2.650, -4.600, -5.287], [-2.077, -4.924, -6.668], [-2.277, -6.379, -7.085], [-1.760, -7.333, -6.010], [-2.341, -7.050, -4.624], [-2.190, -5.605, -4.280], [-0.980, -5.351, -3.901], [-3.817, -7.484, -4.572], [-1.622, -7.896, -3.580], [-2.189, -3.210, -4.860], [-4.633, -4.778, -4.378], [-4.526, -3.542, -5.615], [-4.620, -5.217, -6.090], [-1.005, -4.704, -6.669], [-2.533, -4.256, -7.402], [-3.331, -6.579, -7.297], [-1.744, -6.565, -8.019], [-1.984, -8.366, -6.283], [-0.669, -7.254, -5.963], [-4.275, -7.181, -3.630], [-3.880, -8.569, -4.640], [-4.421, -7.091, -5.386], [-0.545, -7.738, -3.591], [-1.805, -8.950, -3.784], [-1.990, -7.674, -2.577], [-2.562, -2.961, -3.865], [-2.576, -2.474, -5.563], [-1.104, -3.119, -4.852]]
}

Record 5
{
  "formula": "C7H19NO2",
  "method": "ωB97M-V/def2-TZVPD",
  "total_charge": 0,
  "e_above_lowest_kj_mol": 325.3,
  "homo_lumo_gap_ha": 0.3525,
  "energy_ev": -13148.619,
  "species": ["C", "C", "O", "O", "N", "H", "H", "H", "H", "H", "H", "H", "C", "C", "C", "C", "C", "H", "H", "H", "H", "H", "H", "H", "H", "H", "H", "H", "H"],
  "xyz": [[-3.889, 0.096, 1.661], [-3.168, -0.251, 0.368], [-3.170, 0.808, -0.560], [-1.861, -0.636, 0.718], [-1.074, -1.177, -0.339], [-3.372, 0.918, 2.158], [-4.911, 0.397, 1.446], [-3.898, -0.762, 2.329], [-3.667, -1.079, -0.156], [-2.767, 1.579, -0.138], [-0.457, -0.178, -0.704], [-1.682, -1.563, -1.067], [3.338, 0.799, -0.477], [2.071, -0.014, -0.321], [1.974, -1.120, -1.343], [1.876, -0.522, 1.089], [0.697, 1.159, -0.637], [3.435, 1.194, -1.490], [4.212, 0.172, -0.273], [3.362, 1.626, 0.229], [2.107, -0.743, -2.356], [2.724, -1.890, -1.151], [1.003, -1.611, -1.269], [1.960, 0.284, 1.817], [0.905, -1.004, 1.192], [2.633, -1.273, 1.327], [0.900, 1.478, -1.658], [1.063, 1.976, -0.014], [-0.347, 1.337, -0.381]]
}

Record 6
{
  "formula": "C20H27N4O3S2",
  "method": "ωB97M-V/def2-TZVPD",
  "total_charge": 1,
  "homo_lumo_gap_ha": 0.2159,
  "energy_ev": -54932.488,
  "species": ["C", "C", "C", "O", "O", "C", "C", "C", "C", "C", "C", "N", "C", "S", "N", "N", "C", "C", "C", "O", "N", "C", "C", "C", "C", "C", "C", "C", "S", "H", "H", "H", "H", "H", "H", "H", "H", "H", "H", "H", "H", "H", "H", "H", "H", "H", "H", "H", "H", "H", "H", "H", "H", "H", "H", "H"],
  "xyz": [[-5.839, -4.869, -5.795], [-4.712, -3.970, -5.756], [-3.201, -4.466, -5.469], [-2.691, -5.355, -6.202], [-2.543, -3.803, -4.402], [-1.766, -4.718, -3.581], [-0.251, -4.169, -3.558], [-0.267, -2.830, -2.620], [0.777, -3.091, -1.426], [0.445, -2.221, -0.080], [1.863, -1.720, 0.481], [1.793, -0.750, 1.617], [2.735, 0.361, 1.654], [4.071, 0.884, 0.513], [2.402, 1.021, 2.875], [1.367, 0.453, 3.523], [0.887, 1.020, 4.816], [1.400, 2.524, 5.058], [0.437, 3.629, 4.361], [-0.752, 3.280, 4.171], [1.032, 4.942, 4.066], [0.903, 5.332, 2.649], [2.157, 6.007, 1.979], [2.109, 6.503, 0.487], [0.814, 6.341, -0.368], [-0.446, 5.662, 0.266], [-0.352, 5.188, 1.759], [0.929, -0.691, 2.764], [-0.457, -1.824, 3.174], [-6.536, -4.851, -4.876], [-5.962, -5.568, -6.685], [-4.847, -2.836, -5.886], [-2.162, -4.600, -2.500], [-1.850, -5.816, -3.875], [0.144, -3.937, -4.619], [0.466, -4.946, -3.118], [-1.334, -2.580, -2.261], [0.131, -1.987, -3.287], [1.806, -2.720, -1.810], [0.895, -4.196, -1.134], [0.027, -2.978, 0.667], [-0.315, -1.395, -0.277], [2.393, -1.186, -0.396], [2.470, -2.652, 0.763], [3.564, 2.058, -0.064], [1.330, 0.396, 5.686], [-0.245, 0.899, 4.895], [2.505, 2.687, 4.833], [1.278, 2.711, 6.195], [0.736, 5.679, 4.720], [3.129, 6.180, 2.551], [3.032, 7.019, 0.034], [0.818, 6.747, -1.443], [-1.423, 5.502, -0.312], [-1.306, 4.714, 2.180], [-1.589, -1.012, 3.063]]
}

Record 7
{
  "formula": "C8H22ClO4Sr",
  "method": "ωB97M-V/def2-TZVPD",
  "total_charge": 0,
  "s2": 0.750,
  "homo_lumo_gap_ha": [0.1952, 0.3109],
  "energy_ev": -30199.740,
  "multiplicity": 2,
  "species": ["Sr", "Cl", "C", "C", "C", "O", "H", "H", "H", "H", "H", "H", "H", "H", "C", "C", "C", "O", "H", "H", "H", "H", "H", "H", "H", "H", "C", "C", "O", "O", "H", "H", "H", "H", "H", "H"],
  "xyz": [[1.810, -3.939, 6.600], [0.652, -6.582, 7.229], [2.076, -9.989, 7.688], [0.755, -10.815, 7.848], [0.439, -11.298, 9.275], [-0.335, -10.022, 7.370], [2.153, -9.059, 8.251], [2.232, -9.617, 6.676], [3.007, -10.479, 7.971], [0.854, -11.741, 7.282], [0.743, -10.500, 9.953], [1.226, -12.023, 9.485], [-0.531, -11.712, 9.550], [-0.235, -9.170, 7.801], [-3.457, -8.542, 5.749], [-3.675, -7.550, 6.907], [-3.335, -8.056, 8.268], [-2.763, -6.528, 6.621], [-3.523, -8.076, 4.765], [-4.205, -9.332, 5.818], [-2.489, -9.042, 5.766], [-4.721, -7.255, 6.989], [-4.022, -8.821, 8.631], [-3.288, -7.386, 9.126], [-2.318, -8.444, 8.326], [-1.861, -6.830, 6.750], [0.891, -4.820, 11.401], [1.282, -3.623, 10.518], [2.104, -4.134, 9.456], [0.103, -5.725, 10.569], [0.242, -4.553, 12.235], [1.801, -5.273, 11.795], [1.658, -2.703, 10.965], [0.325, -3.319, 10.092], [3.023, -4.166, 9.731], [0.586, -5.851, 9.748]]
}

Record 8
{
  "formula": "C2H8NO",
  "method": "ωB97M-V/def2-TZVPD",
  "total_charge": 2,
  "e_above_lowest_kj_mol": 171.8,
  "s2": 0.753,
  "homo_lumo_gap_ha": [0.3985, 0.3498],
  "energy_ev": -5718.792,
  "multiplicity": 2,
  "species": ["N", "H", "H", "H", "H", "C", "C", "O", "H", "H", "H", "H"],
  "xyz": [[1.609, -0.364, -0.400], [0.634, -0.419, -0.860], [1.468, -0.561, 0.585], [2.485, -0.786, -0.673], [1.736, 0.657, -0.339], [-1.034, -0.308, 1.133], [-1.110, 0.700, 0.138], [-0.893, 0.215, -1.138], [-0.531, 0.046, 2.031], [-1.425, -1.307, 1.060], [-1.281, 1.788, 0.206], [-1.658, 0.340, -1.742]]
}

Record 9
{
  "formula": "C4H12",
  "method": "ωB97M-V/def2-TZVPD",
  "total_charge": 0,
  "e_above_lowest_kj_mol": 32.0,
  "homo_lumo_gap_ha": 0.4574,
  "energy_ev": -4342.196,
  "species": ["C", "C", "H", "H", "H", "H", "H", "H", "C", "C", "H", "H", "H", "H", "H", "H"],
  "xyz": [[2.279, 0.638, -0.912], [1.165, -0.341, -1.077], [3.035, 0.466, -0.146], [2.758, 0.882, -1.864], [1.907, 1.635, -0.618], [0.275, 0.104, -1.539], [0.808, -0.809, -0.169], [1.387, -1.090, -1.841], [-1.212, -0.290, 1.612], [-2.181, -0.129, 0.453], [-1.733, -0.746, 2.458], [-0.367, -0.924, 1.384], [-0.875, 0.700, 1.933], [-2.455, -1.077, 0.015], [-1.735, 0.485, -0.343], [-3.057, 0.496, 0.655]]
}

Record 10
{
  "formula": "C4H9BrNO",
  "method": "ωB97M-V/def2-TZVPD",
  "total_charge": 1,
  "e_above_lowest_kj_mol": 118.3,
  "homo_lumo_gap_ha": 0.3348,
  "energy_ev": -77865.196,
  "species": ["C", "C", "C", "C", "N", "O", "Br", "H", "H", "H", "H", "H", "H", "H", "H", "H"],
  "xyz": [[-1.790, 1.430, 1.521], [-1.009, 0.609, 0.905], [0.003, 0.958, -0.085], [1.037, -0.088, -0.383], [0.802, -1.301, -0.859], [1.016, -1.520, 1.635], [2.852, 0.564, -0.502], [-2.503, 1.353, 2.279], [-1.496, 2.517, 1.364], [-1.357, -0.491, 0.943], [0.554, 1.883, 0.243], [-0.385, 1.191, -1.063], [-0.065, -1.841, -0.867], [1.488, -2.000, -1.084], [0.306, -2.150, 1.605], [1.618, -1.844, 2.229]]
}

Record 11
{
  "formula": "C7H9N",
  "method": "ωB97M-V/def2-TZVPD",
  "total_charge": 0,
  "e_above_lowest_kj_mol": 196.8,
  "homo_lumo_gap_ha": 0.3831,
  "energy_ev": -8893.116,
  "species": ["C", "C", "C", "C", "C", "C", "C", "N", "H", "H", "H", "H", "H", "H", "H", "H", "H"],
  "xyz": [[0.561, -1.151, 2.266], [0.274, -0.860, 1.037], [-0.013, -0.587, -0.200], [0.100, -1.595, -1.306], [-0.526, 0.795, -0.591], [0.545, 1.881, -0.415], [-1.676, 1.094, 0.231], [-2.589, 1.302, 0.890], [1.557, -1.030, 2.666], [-0.188, -1.519, 2.951], [-0.870, -1.727, -1.795], [0.432, -2.557, -0.911], [0.819, -1.253, -2.057], [-0.853, 0.769, -1.638], [0.135, 2.862, -0.667], [1.390, 1.672, -1.079], [0.902, 1.903, 0.618]]
}